1.
DFT (ωB97M-V/def2-TZVPD) results for 2 unconnected molecules or ions with the total composition C4H11N3O2S.

```
21
Properties=species:S:1:pos:R:3
C -0.735 0.890 1.721
C -1.297 -0.435 2.255
C -1.235 1.001 0.253
C -0.948 -1.425 0.047
N -1.006 -1.568 1.432
N -1.056 -0.319 -0.574
N 1.250 -0.302 -3.009
O 2.977 1.232 -2.253
O 2.419 -0.782 -0.767
S 1.722 0.312 -1.430
H -1.230 1.676 2.282
H 0.334 0.834 1.801
H -0.727 -0.544 3.185
H -2.379 -0.451 2.549
H -2.269 1.176 0.316
H -0.668 1.803 -0.317
H -0.577 -2.211 -0.548
H -0.938 -2.462 1.836
H 3.824 1.379 -1.878
H 0.467 0.337 -3.292
H 2.073 -0.141 -3.609
```

Properties
LUMO level: 0.770 eV
Multiplicity: 1
Energy relative to the best compared isomer or geometry (same formula, charge and spin): 0.00 kcal per mole

2.
DFT (ωB97M-V/def2-TZVPD) results for 2 unconnected molecules or ions with the total composition C4H11N3O3P.

```
22
Properties=species:S:1:pos:R:3
C 2.234 1.432 -0.642
C -1.851 0.548 1.451
C -1.247 1.586 -0.813
C -0.636 0.935 0.468
N 1.395 -1.940 -1.486
N 1.045 -2.637 0.862
N 0.395 -0.009 0.173
O 2.605 1.568 0.428
O 1.948 1.451 -1.754
O -1.153 -2.029 -0.767
P 0.156 -1.551 -0.299
H -1.358 0.149 2.398
H -2.408 1.394 1.852
H -2.491 -0.278 1.087
H -1.300 0.869 -1.614
H -0.583 2.294 -1.162
H -2.137 2.026 -0.548
H -0.090 1.777 1.048
H 1.234 -1.629 -2.436
H 2.204 -1.482 -1.183
H 0.385 -2.678 1.638
H 1.654 -1.797 1.298
```

Properties
LUMO level: 3.429 eV
Net charge: -1
Multiplicity: 1
Energy relative to the best compared isomer or geometry (same formula, charge and spin): 3.12 kcal per mole

3.
DFT (ωB97M-V/def2-TZVPD) results for a gas-phase ion, C4H11N4 (charge +1).

```
19
Properties=species:S:1:pos:R:3
C -1.602 -1.051 0.562
C 0.839 0.124 0.267
C -3.295 0.215 -0.510
C 3.324 -0.245 -0.345
N 0.010 1.150 0.214
N -1.254 1.197 0.033
N -1.952 0.116 0.109
N 2.242 0.659 0.217
H -2.449 -1.786 0.804
H -0.699 -1.139 1.267
H 0.659 -0.808 -0.300
H -4.020 0.990 0.017
H -3.255 0.374 -1.628
H -3.768 -0.899 -0.302
H 2.775 -0.958 -1.007
H 4.129 0.456 -0.703
H 3.671 -0.960 0.495
H 2.104 1.573 -0.355
H 2.541 0.991 1.165
```

Properties
LUMO level (spin up / spin down): -4.124 / -4.124 eV
Net charge: +1
Multiplicity: 1
Energy relative to the best compared isomer or geometry (same formula, charge and spin): 142.62 kcal per mole

4.
DFT (ωB97M-V/def2-TZVPD) results for a gas-phase ion, C4H11N4 (charge +1).

```
19
Properties=species:S:1:pos:R:3
C -0.159 2.319 -1.157
N 0.439 1.238 -1.299
C -0.308 0.117 -1.781
C -0.607 -1.021 -0.691
N 0.145 -0.917 0.485
N 1.572 -0.637 0.465
C -0.447 -0.788 1.661
N 0.183 -0.451 2.738
H -1.068 2.573 -1.627
H 0.374 3.244 -0.968
H 0.384 -0.356 -2.471
H -1.291 0.238 -2.163
H -1.600 -0.909 -0.327
H -0.667 -2.046 -0.951
H 2.071 -1.048 -0.382
H 1.654 0.327 0.433
H -1.499 -0.997 1.714
H -0.348 -0.403 3.507
H 1.171 -0.484 2.813
```

Properties
LUMO level: -3.227 eV
Net charge: +1
Multiplicity: 1
Structure (SMILES): C=NCC/[N+](N)=C/N
Energy relative to the best compared isomer or geometry (same formula, charge and spin): 73.63 kcal per mole

5.
DFT (ωB97M-V/def2-TZVPD) results for a molecular structure, C4H11N4.

```
19
Properties=species:S:1:pos:R:3
C 0.437 -1.225 -0.209
C -0.068 0.475 0.564
C -0.591 1.737 1.084
C 2.487 0.454 0.228
N 1.140 -0.058 0.348
N -0.782 -0.576 0.207
N -2.334 -1.689 -1.622
N -1.813 -0.552 -1.678
H 0.577 -1.390 -1.293
H 0.673 -2.057 0.359
H -1.068 1.634 2.030
H -1.341 2.135 0.456
H 0.160 2.474 1.196
H 2.568 1.112 -0.666
H 2.706 1.091 0.993
H 3.034 -0.506 0.124
H -3.310 -1.981 -1.413
H -1.661 -2.413 -1.404
H -2.586 0.217 -1.888
```

Properties
LUMO level (spin up / spin down): -5.149 / -5.145 eV
Net charge: +1
Multiplicity: 1
Energy relative to the best compared isomer or geometry (same formula, charge and spin): 124.46 kcal per mole

6.
DFT (ωB97M-V/def2-TZVPD) results for a gas-phase ion, C4H11N4 (charge +1).

```
19
Properties=species:S:1:pos:R:3
H -1.555 -0.795 -2.298
N -0.490 -0.655 -2.317
C 0.042 -0.284 -1.315
N 1.387 -0.010 -1.358
N 2.259 -0.249 -0.260
C -0.683 -0.140 0.189
C -2.118 -0.559 0.209
C -0.370 1.043 0.978
N 0.851 1.368 1.248
H 1.841 -0.093 -2.282
H 3.202 0.110 -0.449
H 2.336 -1.311 -0.106
H -0.009 -0.913 0.515
H -2.831 0.174 0.639
H -2.317 -1.622 0.721
H -2.303 -0.701 -0.796
H -1.295 1.753 1.305
H 1.158 2.231 1.781
H 1.680 0.513 0.860
```

Properties
LUMO level: -4.055 eV
Net charge: +1
Multiplicity: 1
Structure (SMILES): [H]/N=C(/NN)[C@H](C)C=[NH2+]
Energy relative to the best compared isomer or geometry (same formula, charge and spin): 86.51 kcal per mole

7.
DFT (ωB97M-V/def2-TZVPD) results for a gas-phase ion, C4H11N4O2 (charge +1).

```
21
Properties=species:S:1:pos:R:3
N -1.055 2.074 -0.747
C -1.706 0.930 -0.126
C -0.784 -0.260 0.003
N -1.111 -1.491 -0.177
C 0.623 -0.150 0.695
N 1.092 -1.487 0.739
O 0.572 0.478 2.020
C 1.766 0.528 -0.198
N 2.262 -0.136 -1.249
O 2.134 1.581 0.233
H -0.934 1.850 -1.717
H -1.613 3.012 -0.573
H -1.964 1.288 0.851
H -2.544 0.408 -0.610
H -0.308 -2.026 0.080
H -1.837 -1.828 -0.754
H 0.840 -1.853 1.657
H 2.055 -1.421 0.688
H 0.789 1.378 1.912
H 1.947 -1.043 -1.608
H 3.018 0.476 -1.679
```

Properties
LUMO level: -4.747 eV
Net charge: +1
Multiplicity: 1
Structure (SMILES): NCC(=[NH2+])[C@](N)(O)C(N)=O
Energy relative to the best compared isomer or geometry (same formula, charge and spin): 50.44 kcal per mole

8.
DFT (ωB97M-V/def2-TZVPD) results for a gas-phase ion, C4H11N4S (charge +1).

```
20
Properties=species:S:1:pos:R:3
C -2.028 2.030 1.411
N -1.317 0.807 1.711
C -0.527 0.190 0.859
N -0.308 0.565 -0.354
N 0.648 -0.206 -1.028
C 1.912 0.547 -1.162
C 0.847 -1.584 -0.381
N 0.119 -2.519 -1.116
S 0.325 -1.287 1.387
H -1.773 2.794 2.145
H -1.743 2.366 0.418
H -3.104 1.856 1.441
H -1.456 0.401 2.625
H 0.281 -0.394 -1.974
H 2.350 0.686 -0.175
H 2.603 0.011 -1.809
H 1.690 1.523 -1.589
H 1.910 -1.828 -0.378
H 0.455 -3.469 -1.050
H -0.884 -2.490 -0.980
```

Properties
LUMO level: -2.861 eV
Net charge: +1
Multiplicity: 1
Structure (SMILES): CNC1=N[N@@H+](C)[C@H](N)S1
Energy relative to the best compared isomer or geometry (same formula, charge and spin): 0.00 kcal per mole

9.
DFT (ωB97M-V/def2-TZVPD) results for 2 unconnected molecules or ions with the total composition C4H11NO.

```
17
Properties=species:S:1:pos:R:3
C -1.752 -0.863 -0.311
C -1.085 0.291 0.376
C 0.383 0.065 0.681
C -1.630 1.455 0.655
N -3.042 1.720 0.394
H -1.306 -1.826 -0.058
H -2.803 -0.854 -0.013
H -1.732 -0.933 -1.405
H 0.673 -0.980 0.737
H 1.061 0.415 -0.118
H 0.709 0.690 1.514
H -1.026 2.215 1.129
H -3.056 2.181 -0.493
H -3.351 2.370 1.112
O 5.803 -1.625 -1.309
H 5.461 -2.386 -1.799
H 6.695 -1.934 -1.092
```

Properties
LUMO level: 0.941 eV
Multiplicity: 1
Structure (SMILES): CC(C)=CN.O
Energy relative to the best compared isomer or geometry (same formula, charge and spin): 34.21 kcal per mole

10.
DFT (ωB97M-V/def2-TZVPD) results for C4H11NO in the gas phase.

```
17
Properties=species:S:1:pos:R:3
C -2.388 -0.126 -0.814
C -1.104 0.767 -1.244
O -0.751 1.282 0.154
C 0.326 0.578 0.899
N 1.531 0.031 0.171
C 2.274 -0.979 0.904
H -3.256 0.613 -0.722
H -2.618 -0.905 -1.513
H -2.166 -0.592 0.172
H -1.341 1.654 -1.937
H -0.127 0.268 -1.741
H 0.643 1.291 1.580
H -0.161 -0.200 1.512
H 1.653 0.011 -0.769
H 3.263 -1.025 0.503
H 2.264 -0.551 1.995
H 1.958 -2.115 0.851
```

Properties
LUMO level: 1.061 eV
Multiplicity: 1
Structure (SMILES): CCOCNC
Energy relative to the best compared isomer or geometry (same formula, charge and spin): 78.54 kcal per mole

11.
DFT (ωB97M-V/def2-TZVPD) results for a molecular structure, C4H11NO.

```
17
Properties=species:S:1:pos:R:3
C 0.528 -0.310 -0.528
C -0.922 0.103 0.846
C 0.873 -1.771 -0.435
C -1.120 1.578 1.079
N -0.389 0.055 -1.438
O 1.548 0.558 -0.285
H 2.202 0.151 0.301
H -0.420 1.071 -1.507
H 0.563 -0.115 -2.500
H -1.834 -0.444 0.616
H -0.406 -0.388 1.671
H 1.316 -2.002 0.537
H 1.605 -2.014 -1.211
H -0.016 -2.380 -0.593
H -1.696 2.043 0.274
H -1.669 1.764 2.012
H -0.163 2.101 1.162
```

Properties
LUMO level: 0.746 eV
Multiplicity: 1
Energy relative to the best compared isomer or geometry (same formula, charge and spin): 95.43 kcal per mole

12.
DFT (ωB97M-V/def2-TZVPD) results for C4H11NO in the gas phase.

```
17
Properties=species:S:1:pos:R:3
C 0.638 0.344 2.232
C 0.962 0.369 0.759
O 0.750 -0.983 -0.007
C 0.719 -0.710 -1.443
N -0.662 -0.283 -1.790
C -1.863 -0.143 -0.930
H 1.438 -0.340 2.611
H 0.626 1.325 2.783
H -0.395 -0.010 2.456
H 1.937 0.766 0.510
H 0.261 1.075 0.214
H 1.439 0.111 -1.593
H 1.174 -1.636 -1.840
H -0.452 0.631 -2.223
H -2.787 0.090 -1.469
H -1.996 -1.037 -0.284
H -1.788 0.429 0.014
```

Properties
LUMO level: 1.013 eV
Multiplicity: 1
Structure (SMILES): CCOCNC
Energy relative to the best compared isomer or geometry (same formula, charge and spin): 68.81 kcal per mole

13.
DFT (ωB97M-V/def2-TZVPD) results for 2 unconnected molecules or ions with the total composition C4H11NO.

```
17
Properties=species:S:1:pos:R:3
C 1.473 0.944 0.357
C 0.440 -0.044 0.852
C -0.883 0.438 1.445
C 0.753 -1.325 0.985
N 2.052 -1.842 0.844
H 0.975 1.906 0.141
H 2.109 0.727 -0.505
H 2.144 1.142 1.212
H -1.251 1.400 1.077
H -0.762 0.379 2.531
H -1.692 -0.282 1.274
H 0.006 -2.067 1.258
H 2.289 -2.704 1.297
H 2.791 -1.163 0.952
O -3.215 1.445 -3.729
H -3.082 1.071 -2.856
H -2.848 0.819 -4.346
```

Properties
LUMO level: 0.738 eV
Multiplicity: 1
Structure (SMILES): CC(C)=CN.O
Energy relative to the best compared isomer or geometry (same formula, charge and spin): 32.05 kcal per mole

14.
DFT (ωB97M-V/def2-TZVPD) results for C4H11NO in the gas phase.

```
17
Properties=species:S:1:pos:R:3
C 0.440 1.190 0.910
C 0.263 0.520 -0.454
N -0.467 1.342 -1.417
C -0.336 -0.887 -0.440
C 0.456 -1.877 0.409
O -1.707 -0.913 -0.032
H -0.484 1.603 1.304
H 0.866 0.489 1.629
H 1.168 2.003 0.815
H 1.256 0.367 -0.897
H -1.323 1.698 -1.002
H 0.083 2.156 -1.687
H -0.279 -1.224 -1.468
H 0.026 -2.877 0.311
H 1.500 -1.897 0.098
H 0.414 -1.589 1.460
H -1.878 -0.106 0.461
```

Properties
LUMO level: 0.882 eV
Multiplicity: 1
Structure (SMILES): C[C@H](N)[C@@H](C)O
Energy relative to the best compared isomer or geometry (same formula, charge and spin): 16.92 kcal per mole

15.
DFT (ωB97M-V/def2-TZVPD) results for 2 unconnected molecules or ions with the total composition C4H11NO.

```
17
Properties=species:S:1:pos:R:3
C 0.003 2.158 -0.004
C 0.651 0.915 -0.562
N 0.235 0.305 -1.687
O 1.640 0.479 0.020
H 0.469 2.580 0.872
H -1.013 1.710 0.373
H -0.193 2.874 -0.789
H 0.867 -0.481 -2.025
H -0.617 0.434 -2.227
C -0.823 -1.932 1.779
C -1.211 -1.589 0.322
H -0.796 -3.037 1.872
H 0.122 -1.517 2.000
H -1.611 -1.841 2.466
H -0.666 -0.556 0.151
H -0.742 -2.207 -0.426
H -2.316 -1.547 0.059
```

Properties
LUMO level: 0.862 eV
Multiplicity: 1
Structure (SMILES): CC(N)=O.CC
Energy relative to the best compared isomer or geometry (same formula, charge and spin): 28.54 kcal per mole

16.
DFT (ωB97M-V/def2-TZVPD) results for 2 unconnected molecules or ions with the total composition C4H11NO.

```
17
Properties=species:S:1:pos:R:3
C 1.912 1.344 -0.204
C 2.058 0.001 -0.188
O 1.159 -0.924 -0.553
H 2.855 1.853 -0.155
H 0.882 1.672 -0.164
H 3.000 -0.419 0.110
H 0.316 -0.452 -0.810
C -1.323 -0.637 1.501
C -1.773 0.327 0.420
N -1.405 -0.042 -0.977
H -0.264 -0.596 1.752
H -1.878 -0.399 2.408
H -1.522 -1.647 1.168
H -2.869 0.368 0.451
H -1.417 1.336 0.585
H -1.371 0.813 -1.510
H -2.016 -0.752 -1.344
```

Properties
LUMO level: 0.919 eV
Multiplicity: 1
Structure (SMILES): C=CO.CCN
Energy relative to the best compared isomer or geometry (same formula, charge and spin): 40.11 kcal per mole

17.
DFT (ωB97M-V/def2-TZVPD) results for 2 unconnected molecules or ions with the total composition C4H11NO.

```
17
Properties=species:S:1:pos:R:3
C -3.243 -1.362 1.649
C -3.014 -0.664 0.549
C -3.774 0.566 0.151
H -2.658 -2.221 1.937
H -4.005 -1.078 2.382
H -2.330 -1.056 -0.200
H -4.651 0.771 0.752
H -3.145 1.449 0.313
H -4.051 0.548 -0.905
N 4.059 -0.615 -0.444
C 4.171 0.570 -1.255
O 3.529 1.728 -0.742
H 4.431 -0.438 0.480
H 3.105 -0.940 -0.456
H 5.214 0.860 -1.348
H 3.776 0.309 -2.231
H 2.585 1.572 -0.632
```

Properties
LUMO level: 0.631 eV
Multiplicity: 1
Structure (SMILES): C=CC.NCO
Energy relative to the best compared isomer or geometry (same formula, charge and spin): 38.59 kcal per mole

18.
DFT (ωB97M-V/def2-TZVPD) results for 3 unconnected molecules or ions with the total composition C4H11NO.

```
17
Properties=species:S:1:pos:R:3
C 1.872 0.384 -1.563
N 0.997 0.781 -0.532
C -0.328 0.737 -0.889
C 0.238 -1.274 1.358
C -0.333 -0.141 1.802
O -2.648 -0.375 0.812
H 2.860 0.154 -1.161
H 2.041 1.210 -2.270
H 1.551 -0.455 -2.167
H -0.891 -0.226 -0.854
H -0.923 1.282 -0.139
H -0.593 1.202 -1.857
H 0.829 -2.050 1.866
H 0.108 -1.541 0.308
H -1.409 -0.033 1.250
H 0.001 0.329 2.725
H -3.371 0.017 1.311
```

Properties
LUMO level: -3.149 eV
Multiplicity: 1
Energy relative to the best compared isomer or geometry (same formula, charge and spin): 210.34 kcal per mole

19.
DFT (ωB97M-V/def2-TZVPD) results for 2 unconnected molecules or ions with the total composition C4H11NO.

```
17
Properties=species:S:1:pos:R:3
C 2.281 1.428 -1.392
C 1.123 1.899 -0.470
C 0.141 1.008 -0.207
C -0.604 1.108 1.110
N -0.151 -0.036 -1.065
H 1.880 1.392 -2.412
H 2.650 0.438 -1.139
H 3.029 2.217 -1.388
H 1.105 2.933 -0.171
H -1.700 1.111 1.112
H -0.218 0.312 1.750
H -0.378 2.141 1.371
H 0.354 -0.156 -1.918
H -0.477 -0.889 -0.641
O -3.154 -4.788 1.473
H -3.611 -5.319 2.133
H -2.271 -4.799 1.855
```

Properties
LUMO level: 0.751 eV
Multiplicity: 1
Structure (SMILES): C/C=C(/C)N.O
Energy relative to the best compared isomer or geometry (same formula, charge and spin): 39.09 kcal per mole

20.
DFT (ωB97M-V/def2-TZVPD) results for 2 unconnected molecules or ions with the total composition C4H11NO.

```
17
Properties=species:S:1:pos:R:3
C 1.977 -1.119 -1.782
C 1.461 0.063 -1.452
N 0.289 0.226 -0.721
C -0.299 1.525 -0.481
C -1.809 1.537 -0.691
H 2.869 -1.157 -2.382
H 1.506 -2.034 -1.444
H 1.906 1.023 -1.684
H 0.024 -0.569 -0.166
H 0.214 2.176 -1.181
H -0.073 1.872 0.534
H -2.338 1.479 0.265
H -2.121 0.661 -1.251
H -2.143 2.438 -1.179
O -0.631 -3.041 4.661
H -0.898 -2.161 4.941
H 0.064 -2.918 4.012
```

Properties
LUMO level: 0.575 eV
Multiplicity: 1
Structure (SMILES): C=CNCC.O
Energy relative to the best compared isomer or geometry (same formula, charge and spin): 36.99 kcal per mole